Entry 1:
Molecular formula: C4H8N2
Method: DFT, ωB97M-V with the def2-TZVPD basis set

Computed properties:
- SMILES = [H]/N=C\C/C(C)=N/[H]
- highest occupied orbital energy (eV) = -9.820
- total charge = 0
- lowest unoccupied orbital energy (eV) = 0.91
- E_tot (eV) = -7256.21909

Structure (XYZ):
```
14
C4H8N2 (ωB97M-V with the def2-TZVPD basis set)
H -3.025 1.687 -0.023
N -2.752 0.881 0.596
C -1.677 0.285 0.256
C -0.624 0.417 -0.791
C 0.664 0.348 -0.026
C 1.472 -0.993 -0.016
N 1.053 1.364 0.613
H 1.926 1.172 1.150
H -1.429 -0.618 0.813
H -0.705 -0.254 -1.649
H -0.745 1.351 -1.388
H 0.760 -1.711 0.094
H 2.214 -0.828 0.658
H 1.857 -1.283 -0.987
```

Entry 2:
Molecular formula: C5H12NS
Method: DFT, ωB97M-V with the def2-TZVPD basis set

Computed properties:
- highest occupied orbital energy (eV) = -13.360
- total charge = +1
- lowest unoccupied orbital energy (eV) = -5.00
- E_tot (eV) = -17697.15061

Structure (XYZ):
```
19
C5H12NS (ωB97M-V with the def2-TZVPD basis set)
C 2.900 -0.009 0.407
C 2.036 1.206 0.107
S 1.010 0.858 -1.360
H 3.445 -0.316 -0.488
H 2.302 -0.860 0.728
H 3.625 0.231 1.177
H 1.388 1.476 0.939
H 2.659 2.078 -0.098
H 0.263 1.971 -1.320
C -2.608 -0.693 -0.316
C -2.835 -0.064 -1.451
C -1.085 -1.218 1.427
N -1.327 -0.682 0.304
H -3.352 -1.266 0.216
H -2.074 0.494 -1.982
H -3.825 -0.110 -1.875
H -0.087 -1.182 1.841
H -1.885 -1.715 1.959
H -0.551 -0.199 -0.217
```

Entry 3:
Molecular formula: C20H19N3O4S
Method: DFT, ωB97M-V with the def2-TZVPD basis set

Computed properties:
- SMILES = COc1ccccc1NS(=O)(=O)c1cccc(C(=O)NCc2ccccn2)c1
- highest occupied orbital energy (eV) = -8.526
- total charge = 0
- lowest unoccupied orbital energy (eV) = 0.52
- E_tot (eV) = -44544.07872

Structure (XYZ):
```
47
C20H19N3O4S (ωB97M-V with the def2-TZVPD basis set)
C 0.872 -1.398 -2.119
O -0.383 -1.066 -2.665
C -1.432 -1.919 -2.467
C -1.359 -3.162 -1.860
C -2.514 -3.909 -1.673
C -3.740 -3.427 -2.087
C -3.822 -2.192 -2.712
C -2.678 -1.443 -2.914
N -2.760 -0.178 -3.526
S -3.411 1.016 -2.538
O -4.761 0.662 -2.223
O -3.152 2.269 -3.177
C -2.403 0.850 -1.061
C -2.876 0.098 -0.005
C -2.047 -0.135 1.081
C -0.764 0.386 1.098
C -0.295 1.142 0.025
C 1.114 1.650 -0.008
O 1.816 1.563 -0.998
N 1.518 2.228 1.142
C 2.891 2.591 1.380
C 3.420 1.921 2.623
C 4.772 1.981 2.950
C 5.201 1.359 4.109
C 4.271 0.701 4.901
C 2.950 0.702 4.490
N 2.532 1.295 3.384
C -1.123 1.362 -1.069
H 1.486 -0.505 -2.231
H 1.330 -2.237 -2.652
H 0.789 -1.640 -1.055
H -0.413 -3.553 -1.521
H -2.443 -4.874 -1.194
H -4.635 -4.009 -1.929
H -4.765 -1.783 -3.035
H -1.863 0.136 -3.874
H -3.879 -0.294 -0.054
H -2.398 -0.730 1.910
H -0.112 0.180 1.935
H 0.942 2.167 1.968
H 2.981 3.680 1.493
H 3.469 2.291 0.501
H 5.463 2.502 2.305
H 6.244 1.384 4.390
H 4.565 0.203 5.811
H 2.180 0.207 5.068
H -0.775 1.932 -1.916
```

Entry 4:
Molecular formula: C3H16N2O2
Method: DFT, ωB97M-V with the def2-TZVPD basis set

Computed properties:
- highest occupied orbital energy (eV) = -18.548
- total charge = +2
- lowest unoccupied orbital energy (eV) = -6.53
- E_tot (eV) = -10430.14640

Structure (XYZ):
```
23
C3H16N2O2 (ωB97M-V with the def2-TZVPD basis set)
C -0.974 0.157 1.291
C -1.110 0.170 -0.224
C -0.012 -0.497 -1.073
N 0.963 0.480 -1.668
N -1.109 -1.204 1.896
H -1.787 0.750 1.712
H -0.069 0.692 1.563
H -1.116 1.215 -0.537
H -2.066 -0.224 -0.566
H 0.575 -1.276 -0.581
H -0.447 -1.032 -1.917
H 1.603 0.862 -0.967
H 1.570 0.101 -2.402
H 0.479 1.263 -2.110
H -0.919 -1.232 2.900
H -0.336 -1.768 1.534
H -2.007 -1.643 1.686
H 1.758 -2.658 3.114
H 1.357 -1.416 3.897
O 1.204 -1.870 3.059
H 1.308 3.649 -3.379
H 0.438 2.550 -4.038
O 0.697 2.930 -3.190
```

Entry 5:
Molecular formula: C34H37N3O2
Method: DFT, ωB97M-V with the def2-TZVPD basis set

Computed properties:
- highest occupied orbital energy (eV) = -6.514
- total charge = 0
- lowest unoccupied orbital energy (eV) = -0.24
- E_tot (eV) = -44420.91835

Structure (XYZ):
```
76
C34H37N3O2 (ωB97M-V with the def2-TZVPD basis set)
C -5.263 -3.821 0.375
N -4.867 -2.735 1.241
C -5.777 -2.421 2.324
C -3.691 -2.074 1.021
C -3.444 -0.796 1.589
C -2.255 -0.137 1.340
C -1.225 -0.738 0.582
C 0.030 -0.055 0.382
C 1.274 -0.796 0.486
C 2.488 -0.327 -0.074
C 3.711 -0.915 0.204
C 3.783 -2.070 1.029
N 4.963 -2.710 1.245
C 5.055 -3.757 2.236
C 6.090 -2.574 0.349
C 2.586 -2.509 1.667
C 1.370 -1.920 1.356
C -1.427 -2.067 0.125
C -2.660 -2.677 0.242
H -4.956 -3.616 -0.661
H -4.802 -4.775 0.668
H -6.353 -3.924 0.414
H -5.526 -1.475 2.810
H -6.798 -2.361 1.928
H -5.752 -3.203 3.101
H -4.185 -0.323 2.224
H -2.104 0.878 1.727
H 0.073 0.979 0.797
H 2.455 0.522 -0.744
H 4.609 -0.440 -0.196
H 4.539 -3.446 3.153
H 4.587 -4.695 1.900
H 6.114 -3.929 2.443
H 6.136 -1.575 -0.097
H 6.998 -2.744 0.933
H 6.062 -3.307 -0.476
H 2.610 -3.306 2.418
H 0.457 -2.320 1.802
H -0.584 -2.626 -0.303
H -2.803 -3.668 -0.196
C -2.689 -2.369 -3.607
C -1.252 -2.208 -3.190
O -1.214 -0.911 -2.519
C 0.016 -0.435 -2.180
C -0.207 0.920 -1.554
N 0.763 1.807 -1.346
C 0.629 3.012 -0.801
C 1.890 3.742 -0.667
C 2.096 4.683 0.364
C 3.279 5.409 0.437
C 4.281 5.217 -0.521
C 4.128 4.201 -1.482
C 2.960 3.434 -1.532
C -0.659 3.586 -0.341
C -0.834 4.989 -0.184
C -2.043 5.534 0.242
C -3.146 4.704 0.488
C -2.996 3.310 0.373
C -1.778 2.775 -0.039
O 1.063 -1.024 -2.431
H -2.851 -3.377 -3.987
H -3.371 -2.189 -2.765
H -2.921 -1.679 -4.428
H -0.928 -3.006 -2.497
H -0.563 -2.160 -4.054
H -1.181 1.361 -1.902
H 1.313 4.841 1.091
H 3.418 6.121 1.247
H 5.193 5.820 -0.493
H 4.937 3.996 -2.190
H 2.861 2.616 -2.247
H 0.003 5.663 -0.379
H -2.121 6.616 0.403
H -4.099 5.132 0.793
H -3.822 2.636 0.622
H -1.673 1.687 -0.088
```

Entry 6:
Molecular formula: C11H12NO
Method: DFT, ωB97M-V with the def2-TZVPD basis set

Computed properties:
- SMILES = O=C1C=C([n+]2ccccc2)CCC1
- highest occupied orbital energy (eV) = -13.148
- total charge = +1
- lowest unoccupied orbital energy (eV) = -4.95
- E_tot (eV) = -15131.01153

Structure (XYZ):
```
25
C11H12NO (ωB97M-V with the def2-TZVPD basis set)
O 3.391 -2.201 -0.215
C 2.668 -1.261 -0.294
C 1.196 -1.423 -0.073
C 0.404 -0.376 0.012
N -1.080 -0.476 0.042
C -1.687 -1.594 0.617
C -3.078 -1.753 0.530
C -3.756 -0.856 -0.318
C -3.094 0.256 -0.814
C -1.766 0.384 -0.698
C 0.849 1.056 0.067
C 2.329 1.090 0.350
C 3.112 0.099 -0.545
H 0.823 -2.387 -0.107
H -0.988 -2.240 1.145
H -3.618 -2.491 1.084
H -4.908 -0.984 -0.327
H -3.586 1.150 -1.131
H -1.321 1.195 -1.142
H 0.560 1.528 -0.875
H 0.279 1.653 0.711
H 2.790 2.094 0.309
H 2.661 0.642 1.398
H 4.122 0.354 -0.529
H 2.914 0.399 -1.583
```

Entry 7:
Molecular formula: C18H21BNO7S
Method: DFT, ωB97M-V with the def2-TZVPD basis set

Computed properties:
- highest occupied orbital energy (eV) = -3.593
- total charge = -1
- lowest unoccupied orbital energy (eV) = 1.21
- E_tot (eV) = -46340.51805

Structure (XYZ):
```
49
C18H21BNO7S (ωB97M-V with the def2-TZVPD basis set)
C 7.684 -2.696 -0.310
C 6.672 -1.632 -0.510
C 6.689 -0.232 -0.477
C 5.311 0.158 -0.674
C 4.552 -0.994 -0.806
B 3.004 -1.367 -0.415
O 3.222 -2.075 0.840
C 1.937 -2.233 1.398
C 0.845 -1.590 0.466
C -0.584 -1.654 0.929
C 1.026 -2.230 -0.965
O 2.340 -2.101 -1.471
C 1.287 -0.089 0.282
O 2.591 0.031 -0.191
O 5.390 -2.072 -0.698
H 8.696 -2.197 -0.248
H 7.423 -3.233 0.653
H 7.625 -3.420 -1.171
H 7.589 0.386 -0.325
H 4.911 1.205 -0.650
H 1.756 -3.311 1.533
H 1.937 -1.783 2.413
H -0.990 -0.834 0.331
H -1.140 -2.559 0.644
H -0.794 -1.270 1.940
H 0.830 -3.310 -0.927
H 0.361 -1.756 -1.704
H 0.631 0.391 -0.463
H 1.213 0.432 1.250
C -5.644 5.257 0.343
C -5.258 3.811 0.276
C -4.209 3.352 1.063
C -3.814 2.016 1.100
C -4.469 1.172 0.167
S -4.313 -0.576 0.102
N -2.482 -0.674 -0.519
C -2.116 -0.638 -1.730
O -2.077 -0.624 -2.951
O -4.259 -1.161 1.412
O -5.111 -1.075 -0.963
C -5.566 1.568 -0.599
C -5.911 2.906 -0.547
H -6.499 5.457 -0.296
H -5.886 5.578 1.357
H -4.792 5.845 0.004
H -3.707 4.079 1.702
H -3.054 1.651 1.788
H -6.112 0.853 -1.211
H -6.736 3.241 -1.171
```

Entry 8:
Molecular formula: C14H8F6GaN4O8S3
Method: DFT, ωB97M-V with the def2-TZVPD basis set

Computed properties:
- highest occupied orbital energy (eV) = -5.768
- total charge = -1
- lowest unoccupied orbital energy (eV) = 1.08
- E_tot (eV) = -138179.18220

Structure (XYZ):
```
44
C14H8F6GaN4O8S3 (ωB97M-V with the def2-TZVPD basis set)
Ga 0.229 -0.126 -0.450
O -6.466 -1.583 -0.678
C -5.842 -1.357 -1.712
O -6.276 -1.172 -2.906
C -4.244 -1.197 -1.558
C -3.505 -0.565 -2.573
C -2.196 -0.207 -2.268
N -1.637 -0.621 -1.136
C -2.373 -1.064 -0.120
C -3.709 -1.314 -0.290
C -1.631 -1.321 1.168
O -2.126 -1.819 2.142
O -0.359 -0.889 1.184
H -3.918 -0.290 -3.516
H -1.576 0.379 -2.870
H -4.325 -1.725 0.489
F 2.246 -5.354 1.755
C 2.442 -4.145 2.236
F 3.355 -4.247 3.157
F 1.297 -3.675 2.797
S 2.977 -2.893 0.870
O 1.869 -2.765 -0.010
O 4.214 -3.406 0.404
N 3.270 -1.608 1.808
S 2.695 -0.170 1.677
O 1.958 0.386 2.738
O 2.127 0.131 0.348
C 4.211 0.869 1.560
F 4.793 0.610 0.383
F 5.023 0.581 2.568
F 3.894 2.208 1.668
C -0.649 2.754 1.142
C -0.028 2.973 -0.228
C 0.460 4.111 -0.808
C 0.991 4.022 -2.078
N 1.192 2.859 -2.738
C 0.914 1.750 -2.100
S 1.399 0.113 -2.473
N 0.164 1.803 -0.960
H -0.084 2.025 1.723
H -1.621 2.304 0.995
H -0.804 3.704 1.638
H 0.272 5.083 -0.350
H 1.381 4.849 -2.629
```

Entry 9:
Molecular formula: C11H19ClN7OS4SbTi
Method: DFT, ωB97M-V with the def2-TZVPD basis set

Computed properties:
- highest occupied orbital energy (eV) = -7.215
- total charge = 0
- lowest unoccupied orbital energy (eV) = -1.06
- E_tot (eV) = -109714.20401

Structure (XYZ):
```
45
C11H19ClN7OS4SbTi (ωB97M-V with the def2-TZVPD basis set)
Ti 0.694 -0.247 -1.145
C 0.492 0.291 3.752
N 1.774 0.167 3.079
C 2.974 -0.021 3.884
C 1.811 0.119 1.725
N 0.774 -0.044 0.975
N 3.065 0.270 1.179
C 3.421 0.237 -0.161
N 4.584 0.829 -0.440
N 2.714 -0.398 -1.047
H 0.656 0.717 4.739
H -0.011 -0.674 3.867
H -0.153 0.976 3.203
H 2.675 -0.280 4.895
H 3.584 0.887 3.942
H 3.580 -0.839 3.493
H -0.078 -0.194 1.495
H 3.757 0.669 1.788
H 4.965 1.494 0.213
H 4.679 1.092 -1.432
H 3.148 -0.312 -1.972
S 3.796 1.632 -3.545
Sb 1.557 2.093 -3.239
S 0.417 -0.058 -3.436
S 1.034 2.221 -0.904
S 0.548 3.670 -4.496
N -6.330 -1.075 -1.366
C -5.698 0.034 -0.906
O -6.275 1.030 -0.529
C -4.196 -0.050 -0.900
C -3.453 1.045 -1.317
C -2.075 0.969 -1.311
N -1.410 -0.116 -0.881
C -2.132 -1.158 -0.442
C -3.513 -1.172 -0.448
H -7.332 -1.047 -1.453
H -5.832 -1.838 -1.788
H -3.952 1.943 -1.651
H -1.474 1.800 -1.655
H -1.581 -2.013 -0.073
H -4.037 -2.045 -0.082
Cl 0.783 -2.886 0.113
C 0.692 -2.294 -1.590
H -0.204 -2.734 -2.030
H 1.561 -2.691 -2.104
```

Entry 10:
Molecular formula: C4H4O5Sn
Method: DFT, ωB97M-V with the def2-TZVPD basis set

Computed properties:
- highest occupied orbital energy (eV) = -8.189
- total charge = 0
- lowest unoccupied orbital energy (eV) = -0.57
- E_tot (eV) = -20277.72705

Structure (XYZ):
```
14
C4H4O5Sn (ωB97M-V with the def2-TZVPD basis set)
O 0.372 -0.975 -0.537
C -1.132 -3.312 -1.311
O -0.988 -4.100 -2.147
O -1.419 -2.854 -0.252
H 1.467 2.644 0.968
O 1.405 0.589 0.979
C 1.093 1.825 0.339
C -0.440 1.801 0.229
O -0.800 0.579 0.868
C 0.315 -0.288 0.790
H 1.575 1.887 -0.648
H -0.775 1.810 -0.819
H -0.925 2.630 0.761
Sn 0.253 -2.236 0.782
```

Entry 11:
Molecular formula: C31H29BeGeN3O3S2
Method: DFT, ωB97M-V with the def2-TZVPD basis set

Computed properties:
- highest occupied orbital energy (eV) = -14.205
- total charge = +2
- lowest unoccupied orbital energy (eV) = -6.43
- E_tot (eV) = -121803.88869

Structure (XYZ):
```
70
C31H29BeGeN3O3S2 (ωB97M-V with the def2-TZVPD basis set)
Be -0.811 -1.210 -0.167
O -0.970 -2.071 -1.385
S -1.091 -2.343 -2.899
C -2.315 -1.142 -3.439
C -2.099 0.296 -2.952
C -3.375 0.935 -2.393
C -3.939 0.299 -1.130
S -3.081 0.552 0.446
O -1.655 -0.033 0.276
C -2.808 2.297 0.443
C -1.649 2.848 -0.084
C -1.515 4.227 -0.070
C -2.523 5.023 0.460
C -3.668 4.452 0.996
C -3.817 3.073 0.999
C 0.416 -1.763 -3.615
C 1.087 -0.643 -3.135
C 2.282 -0.277 -3.730
C 2.784 -1.016 -4.796
C 2.103 -2.126 -5.268
C 0.914 -2.518 -4.668
H -3.250 -1.579 -3.081
H -2.327 -1.230 -4.527
H -1.736 0.902 -3.781
H -1.324 0.335 -2.189
H -4.165 0.883 -3.147
H -3.194 1.996 -2.215
H -4.058 -0.786 -1.196
H -4.932 0.701 -0.906
H -0.858 2.220 -0.467
H -0.619 4.681 -0.469
H -2.408 6.099 0.465
H -4.442 5.076 1.419
H -4.698 2.618 1.435
H 0.698 -0.056 -2.313
H 2.826 0.584 -3.366
H 3.721 -0.726 -5.251
H 2.505 -2.705 -6.087
H 0.396 -3.408 -5.000
Ge 0.465 -1.054 2.727
C 2.003 -2.053 3.230
C 3.274 -1.475 3.273
C 4.368 -2.246 3.630
C 4.199 -3.587 3.953
C 2.938 -4.164 3.921
C 1.838 -3.400 3.561
C 0.342 0.846 2.856
C -0.739 1.368 3.572
C -0.840 2.736 3.784
C 0.123 3.587 3.266
C 1.187 3.078 2.533
C 1.305 1.711 2.332
H -0.877 -1.748 2.975
H 3.420 -0.427 3.038
H 5.353 -1.801 3.666
H 5.055 -4.183 4.239
H 2.810 -5.206 4.182
H 0.854 -3.856 3.543
H -1.489 0.705 3.996
H -1.664 3.131 4.362
H 0.051 4.652 3.442
H 1.941 3.745 2.137
H 2.152 1.331 1.770
O 0.464 -1.459 0.768
N 1.741 -1.174 0.283
C 2.268 -2.136 -0.359
C 3.579 -1.883 -0.903
N 4.597 -1.677 -1.388
C 1.678 -3.415 -0.652
N 1.197 -4.413 -0.949
```

Entry 12:
Molecular formula: GdH3NO2P
Method: DFT, ωB97M-V with the def2-TZVPD basis set

Computed properties:
- highest occupied orbital energy (spin up / spin down) (eV) = -18.524 / -18.892
- total charge = +2
- multiplicity = 8
- lowest unoccupied orbital energy (spin up / spin down) (eV) = -11.23 / -10.50
- E_tot (eV) = -35737.54505

Structure (XYZ):
```
8
GdH3NO2P (ωB97M-V with the def2-TZVPD basis set)
N 1.530 -0.926 0.596
P 0.205 -0.389 -0.142
O 0.083 1.276 -0.094
O -0.978 -0.921 0.738
H 2.329 -0.409 0.207
H -0.175 1.551 0.810
H -1.837 -0.857 0.281
Gd -1.158 0.676 -2.397
```